Here is a single C5H8O molecule in a non-equilibrium geometry from the Open Molecules 2025 dataset. Energies are from ωB97M-V with the def2-TZVPD basis set.

Computed properties:
HOMO: -7.5 eV
Multiplicity: 1
Kohn-Sham gap: 0.1842 Eh

Element x y z (Å)
C (-2.6880, 0.2342, 0.5416)
C (-1.4029, 0.2401, 1.4107)
C (-0.1392, -0.1835, 0.9095)
C (0.4183, 0.1865, -0.2502)
C (1.7794, -0.3476, -0.6906)
O (2.2112, -0.0006, -1.8804)
H (-3.3020, 1.1181, 0.9485)
H (-2.3303, 0.5316, -0.4595)
H (-3.0958, -0.7538, 0.3975)
H (-1.6157, -0.1665, 2.4206)
H (0.5500, -1.0405, 1.4560)
H (-0.0101, 1.0740, -0.7756)
H (1.7125, -1.4232, -0.6313)
H (2.5962, -0.1132, 0.1616)

Atoms 1-2, force components in eV/Å:
2.1 4.0 0.1
0.6 -4.3 -0.5